Here is C14H20FeN6O2S2 as an isolated structure from OMol25. Energies are from ωB97M-V/def2-TZVPD.

Atoms and positions in Å:
1 N -0.445 1.334 -1.484
2 H 0.839 -2.608 -0.138
3 H -0.116 0.777 3.485
4 C 4.115 0.543 -0.588
5 C 3.008 1.379 -0.444
6 H -1.833 1.117 3.494
7 H 1.297 -2.611 3.401
8 H -2.872 4.232 -1.681
9 H -2.124 1.621 0.889
10 C 2.704 -1.031 -1.683
11 O -0.819 -1.131 -0.023
12 C -2.386 0.611 1.206
13 N 1.646 -0.243 -1.524
14 H 3.090 2.352 0.022
15 H 0.723 -3.725 1.222
16 O 0.021 -4.757 -3.001
17 H 2.092 -1.109 2.924
18 N -1.260 -0.043 1.888
19 C 1.123 -1.601 3.034
20 S -3.911 2.360 -2.785
21 C -3.864 3.794 -1.687
22 C 1.077 -2.742 0.907
23 H 5.082 0.849 -0.212
24 C -2.458 1.532 -2.381
25 H 2.158 -2.702 1.045
26 H -2.694 0.038 0.340
27 C -1.096 0.347 3.288
28 N -1.535 2.150 -1.690
29 H -3.221 0.664 1.901
30 Fe -0.448 -0.713 -1.927
31 N -0.186 -2.433 -2.582
32 C 3.967 -0.667 -1.230
33 H -1.288 -0.479 3.972
34 S -2.372 -0.095 -3.020
35 H 2.523 -1.977 -2.178
36 H -4.164 3.497 -0.685
37 H 0.614 2.858 -0.618
38 C 1.800 0.956 -0.940
39 N 0.459 -1.700 1.735
40 C 0.594 1.825 -0.960
41 H 4.806 -1.331 -1.382
42 C -0.530 -0.946 1.198
43 C -0.087 -3.616 -2.798
44 H 0.548 -1.079 3.781
45 H -4.580 4.508 -2.088

HOMO energy (alpha / beta)   -11.634 / -11.604 eV
Strongest force on any atom   0.95 eV/Å
Gap between HOMO and LUMO (alpha / beta)   0.278 / 0.255 hartree
E_LUMO (alpha / beta)   -4.1 / -4.7 eV
DFT total energy   -83930.9622 eV
2S+1   6
Total charge   +1

Charge distribution, natural (NBO) scheme, values in e: -0.36, 0.23, 0.21, -0.12, -0.21, 0.23, 0.22, 0.25, 0.21, 0.09, -0.80, -0.41, -0.55, 0.24, 0.22, -0.49, 0.20, -0.41, -0.41, 0.39, -0.75, -0.41, 0.24, -0.07, 0.20, 0.24, -0.41, -0.41, 0.21, 1.69, -0.97, -0.24, 0.21, -0.17, 0.23, 0.23, 0.22, 0.15, -0.41, 0.10, 0.25, 0.82, 0.86, 0.22, 0.25

Here is H24O32S5Zn3 as an isolated structure at a distorted geometry from OMol25. Energies are from ωB97M-V/def2-TZVPD.

Atoms and positions in Å:
1 S -1.926 2.551 3.438
2 O -3.013 3.293 4.042
3 O 0.898 1.980 1.982
4 O -1.097 3.581 2.838
5 O -2.367 1.482 2.559
6 S -1.161 -4.606 1.156
7 H -1.711 -0.407 -3.096
8 O 1.183 -3.713 -1.715
9 H 1.315 4.672 0.483
10 H 1.052 -3.193 -2.508
11 O -0.065 -2.434 3.591
12 Zn 1.213 -2.633 -0.084
13 O -2.411 -1.013 -3.339
14 O -0.423 -3.458 0.570
15 O 1.479 -0.669 3.646
16 H -2.470 -2.653 0.634
17 O 0.131 -1.134 -0.735
18 H -1.057 2.713 -4.309
19 H 4.265 1.071 -0.881
20 O 3.027 0.232 1.416
21 O -2.434 -1.773 0.260
22 O -3.412 2.034 -1.782
23 H -0.385 2.003 -3.153
24 O 1.876 -0.805 -3.524
25 H 2.191 -0.900 -2.625
26 O -0.516 -0.455 2.346
27 O 1.348 3.981 -0.179
28 H 4.492 2.567 -0.934
29 O -0.766 0.575 -2.220
30 O 2.724 -1.639 -0.589
31 S -0.187 0.283 -0.911
32 Zn 2.255 2.125 0.432
33 H 2.850 -0.537 0.873
34 H -2.051 -1.881 -3.159
35 H -4.162 1.592 -2.179
36 H -4.283 1.449 0.711
37 O -0.774 -5.843 0.467
38 O 1.188 -1.795 1.631
39 H -1.669 -1.788 -0.315
40 O -1.134 2.008 4.565
41 H 2.557 0.062 2.232
42 O -2.609 -4.302 1.000
43 O 1.012 1.079 -0.688
44 O 4.782 -0.466 -1.201
45 Zn -2.202 -0.106 1.535
46 O 3.821 1.909 -0.753
47 O -4.031 0.525 0.689
48 H 0.448 2.555 2.602
49 H 0.867 4.341 -0.924
50 H 1.624 -4.506 -2.019
51 H -2.785 1.332 -1.608
52 S 4.150 -1.735 -0.985
53 H 1.257 -0.076 -3.486
54 O -1.144 0.656 0.107
55 H -4.858 0.049 0.766
56 O -0.984 -4.739 2.580
57 S 0.504 -1.363 2.793
58 H -1.628 2.391 0.014
59 O -0.445 2.854 -3.587
60 H 0.404 1.161 2.013
61 O -2.052 3.190 0.328
62 O 4.298 -2.588 -2.192
63 O 4.716 -2.397 0.160
64 H -1.717 3.306 1.217

HOMO energy   2.694 eV
Strongest force on any atom   7.36 eV/Å
Gap between HOMO and LUMO   0.132 hartree
Energy above the lowest of the compared OMol25 structures with the same formula, charge and spin   49.9 kcal per mole
E_LUMO   6.3 eV
DFT total energy   -265342.5432 eV
Total charge   -4

Charge distribution, natural (NBO) scheme, values in e: 2.62, -1.11, -1.08, -1.12, -1.18, 2.62, 0.50, -0.97, 0.49, 0.50, -1.02, 1.77, -1.00, -1.20, -1.10, 0.53, -1.12, 0.45, 0.55, -1.07, -1.05, -0.95, 0.51, -0.98, 0.50, -1.21, -0.98, 0.48, -1.10, -1.20, 2.72, 1.75, 0.53, 0.47, 0.44, 0.52, -1.11, -1.19, 0.51, -1.09, 0.53, -1.13, -1.18, -1.10, 1.77, -1.03, -0.96, 0.54, 0.52, 0.50, 0.50, 2.63, 0.47, -1.15, 0.48, -1.05, 2.70, 0.47, -0.98, 0.54, -1.02, -1.09, -1.09, 0.49

Here is C31H34Cl2NOP2Pt as an isolated structure from OMol25. Energies are from ωB97M-V/def2-TZVPD.

Atoms and positions in Å:
1 H 7.108 -1.277 0.071
2 C -1.747 -3.362 -4.657
3 H -1.360 3.374 -2.227
4 H -1.890 -3.697 -5.675
5 H -1.203 -4.283 0.140
6 C 1.457 -0.382 3.225
7 C 6.068 -1.249 0.369
8 H 3.104 1.126 5.770
9 C -0.066 0.234 4.993
10 H 4.076 -2.115 2.959
11 H -0.757 -2.944 2.401
12 Cl -2.900 2.153 -3.726
13 C -5.176 -1.285 1.589
14 H 2.085 -3.517 1.387
15 H -0.036 -4.523 2.196
16 H -3.249 -3.791 0.399
17 C 5.115 -0.724 -0.489
18 C 2.511 0.154 3.956
19 C -0.283 -2.798 -2.839
20 C 1.324 2.566 -0.356
21 H 0.820 1.171 6.709
22 C -4.780 -2.572 1.244
23 C 1.343 1.609 0.829
24 C -0.463 -3.236 -4.139
25 C -2.843 -3.058 -3.865
26 H -2.609 -0.071 -4.383
27 H 2.017 2.269 -1.150
28 P 1.646 -1.172 1.600
29 H 1.685 -3.050 3.039
30 H 3.514 0.162 3.551
31 C -0.029 -3.503 1.806
32 H 2.340 1.513 1.257
33 C -0.062 2.517 -0.939
34 H -3.845 -3.159 -4.262
35 H -2.671 0.102 -2.600
36 C -4.326 -0.215 1.363
37 H -5.441 -3.410 1.421
38 C 1.379 -2.947 1.996
39 Pt 0.336 -0.101 0.198
40 C -3.076 -0.425 0.793
41 H 0.687 2.003 1.611
42 C -0.436 -3.534 0.337
43 H 0.143 4.231 -2.006
44 H -2.418 0.417 0.625
45 H 6.431 -2.164 2.277
46 H -4.629 0.788 1.634
47 C -2.277 0.503 -3.526
48 H -6.150 -1.120 2.032
49 H -3.530 -2.396 -1.949
50 H 5.405 -0.359 -1.465
51 P -1.043 -1.940 -0.332
52 O -0.827 1.574 -0.628
53 C 2.278 0.712 5.207
54 C -2.673 -1.711 0.436
55 C -2.663 -2.627 -2.555
56 Cl -0.514 0.414 -3.464
57 C 0.162 -0.320 3.745
58 H 0.396 -3.465 -4.755
59 H 0.723 -2.676 -2.452
60 H 0.425 -3.808 -0.279
61 C 4.360 -1.706 1.997
62 C 3.397 -1.153 1.149
63 H -0.678 -0.686 3.163
64 C 5.690 -1.744 1.611
65 C 3.784 -0.673 -0.099
66 C 0.995 0.743 5.731
67 N -0.454 3.454 -1.785
68 H 3.034 -0.258 -0.763
69 H 1.582 3.593 -0.076
70 C -1.381 -2.492 -2.034
71 C -3.538 -2.783 0.669
72 H -1.073 0.281 5.385

HOMO energy   -11.336 eV
Strongest force on any atom   0.61 eV/Å
Gap between HOMO and LUMO   0.343 hartree
Energy above the lowest of the compared OMol25 structures with the same formula, charge and spin   5.9 kcal per mole
E_LUMO   -2.0 eV
DFT total energy   -83103.6535 eV
Total charge   +1

Charge distribution, Mulliken scheme, values in e: 0.41, -0.59, 0.18, 0.40, 0.86, 0.29, -0.62, 0.44, -0.80, 0.46, 0.21, -0.21, -0.64, 0.63, 0.46, 0.39, -0.72, -0.39, -0.47, -1.23, 0.39, -0.70, -1.42, -0.68, -0.74, 0.37, 0.30, 0.97, 0.59, 0.50, -0.64, 0.62, 0.48, 0.42, -0.27, -0.76, 0.44, -1.07, 1.61, -0.65, 0.77, -1.68, 0.22, 0.32, 0.43, 0.48, 0.25, 0.40, 0.32, 0.44, 0.12, -0.48, -0.81, 0.87, -0.44, -0.09, -0.34, 0.43, 0.31, 0.64, -0.58, 0.74, 0.16, -0.83, -0.42, -0.59, -0.19, 0.18, 0.47, 0.82, -0.21, 0.47

Here is C34H30MoN3O2PSe3Te as an isolated structure from OMol25. Energies are from ωB97M-V/def2-TZVPD.

Atoms and positions in Å:
1 H -3.613 -4.121 1.022
2 H -5.366 1.031 -2.883
3 C -2.547 -3.961 0.909
4 H 0.547 2.602 4.402
5 C 1.300 -0.970 2.248
6 P -0.096 -1.027 -0.591
7 Mo -0.622 1.469 -0.667
8 C -0.472 0.968 -2.699
9 H 2.205 -1.125 -2.362
10 H -0.717 1.698 -3.472
11 C -3.106 -1.719 -0.046
12 C -0.727 -2.549 0.226
13 H 5.509 -0.749 0.318
14 C 4.170 2.900 3.138
15 C -0.298 -4.754 1.128
16 C 2.196 -0.967 1.038
17 H 2.368 3.113 6.001
18 C -3.487 1.195 -1.911
19 H 0.575 1.264 -2.347
20 C -0.707 -2.010 -5.033
21 Se 2.944 3.603 -2.330
22 C 0.159 -3.559 0.594
23 H 5.176 2.987 2.750
24 C 2.586 -1.054 -1.351
25 C -3.472 1.635 0.363
26 C -0.495 -3.063 -4.153
27 C -5.572 1.434 -0.766
28 C 1.703 -1.072 -0.274
29 O 3.507 2.469 0.947
30 C 3.570 -0.869 1.220
31 H 4.700 3.300 5.161
32 C 1.570 2.688 4.064
33 C -0.286 -1.493 -2.343
34 H -3.031 -0.837 0.590
35 C -1.659 -4.953 1.292
36 H 2.718 2.236 0.424
37 H -5.368 1.850 1.331
38 Se 3.945 5.264 -1.201
39 N -0.516 2.175 2.267
40 C 4.445 -0.851 0.145
41 H -2.941 -1.398 -1.077
42 C -0.477 -0.424 -3.225
43 C 1.825 2.496 2.700
44 H 1.133 -1.986 2.611
45 C -2.105 -2.757 0.372
46 C 3.954 -0.941 -1.146
47 H -3.031 2.124 2.492
48 H -0.501 -4.084 -4.513
49 H -0.137 -3.623 -2.115
50 H 4.626 -0.915 -1.994
51 H -2.910 1.022 -2.806
52 H -2.030 -5.881 1.708
53 C 3.145 2.610 2.233
54 H 3.956 -0.774 2.229
55 C 0.708 2.169 1.802
56 Se -0.788 3.977 -1.190
57 Te 0.698 4.456 -3.147
58 C -2.653 1.883 1.508
59 C -0.284 -2.803 -2.807
60 H -4.121 -2.108 0.029
61 H -0.841 0.121 -5.264
62 N -1.384 1.854 1.254
63 H 1.751 -0.395 3.056
64 H -6.653 1.445 -0.767
65 H -0.879 -2.209 -6.083
66 C -0.693 -0.701 -4.574
67 H 0.317 -0.541 2.041
68 C 3.892 3.075 4.476
69 O 0.979 1.849 0.567
70 H 1.223 -3.417 0.452
71 H 0.409 -5.525 1.408
72 N -2.779 1.395 -0.780
73 C -4.860 1.202 -1.944
74 C -4.869 1.655 0.392
75 C 2.585 2.971 4.951

HOMO energy (alpha / beta)   -6.872 / -7.130 eV
Strongest force on any atom   0.18 eV/Å
Gap between HOMO and LUMO (alpha / beta)   0.225 / 0.215 hartree
Energy above the lowest of the compared OMol25 structures with the same formula, charge and spin   18.5 kcal per mole
E_LUMO (alpha / beta)   -0.8 / -1.3 eV
DFT total energy   -258788.9760 eV
2S+1   3

Charge distribution, Mulliken scheme, values in e: 0.41, 0.47, -0.82, 0.47, -2.00, 3.40, -1.01, -1.42, 0.43, 0.49, -0.85, 0.63, 0.39, -0.74, -0.81, 1.59, 0.42, -0.21, 0.17, -0.67, -0.03, -0.77, 0.47, -1.31, 0.67, -0.78, -0.44, 0.75, -0.61, -0.66, 0.40, -0.60, -0.27, 0.06, -0.87, 0.05, 0.51, -0.18, -1.74, -0.78, 0.15, 1.21, -0.01, 0.48, 0.57, -0.92, 0.40, 0.46, 0.44, 0.45, 0.34, 0.40, 0.61, 0.50, 1.27, -0.31, -0.12, -0.69, -0.96, 0.57, 0.50, 1.32, 0.48, 0.44, 0.41, -0.76, 0.14, -0.34, 0.04, 0.49, 0.45, 0.62, -0.84, -1.17, -0.82